The following is a quantum chemistry calculation of the ion C7H5NO6 with charge -2 at a distorted geometry, from the Open Molecules 2025 dataset.

Last column: natural (NBO) charge in e.
CARTESIAN COORDINATES (ANGSTROEM)
O: -0.763 3.252 1.838  -0.80
C: -0.466 2.085 1.984  0.79
O: 0.103 1.554 2.893  -0.77
C: -0.912 1.176 0.697  -0.36
C: -1.471 -0.259 0.898  -0.41
C: -0.106 0.037 0.243  -0.03
C: 1.239 -0.623 0.429  -0.38
C: 0.620 -0.612 -1.003  -0.09
C: 0.053 -2.046 -1.520  0.80
O: 0.008 -2.835 -0.577  -0.76
O: -0.280 -2.158 -2.685  -0.74
N: 1.091 0.261 -1.996  0.53
O: 0.273 0.799 -2.753  -0.40
O: 2.317 0.386 -2.176  -0.45
H: -1.291 1.946 0.089  0.23
H: -1.482 -0.774 1.952  0.22
H: -2.328 -0.658 0.147  0.20
H: 1.426 -1.574 0.816  0.23
H: 1.968 0.042 0.724  0.21

* HOMO energy: -1.46 eV
* charge: -2
* energy relative to the best compared isomer or geometry (same formula, charge and spin): 55.5 kJ/mol
* frontier orbital gap: 7.7 eV